Entry from OMol25: a molecular structure, C39H44BBrN11O3STi (ωB97M-V/def2-TZVPD).

highest occupied orbital energy (spin up / spin down) = -7.89 / -7.90 eV
ΔE to the lowest compared entry with this formula, charge and spin = 8.8 kcal per mole
expectation value of S² = 0.787
Kohn-Sham gap (spin up / spin down) = 7.65 / 5.73 eV
LUMO (spin up / spin down) = -0.00900 / -0.07952 hartree

The geometry in ORCA input format:
```
! wB97M-V def2-TZVPD RIJCOSX def2/J DEFGRID3
* xyz 0 2
Ti 0.8597 -1.6523 -0.0294
C 4.1152 -1.0847 2.8527
C 3.6676 -1.5182 1.6006
N 2.3497 -1.6616 1.6080
N 1.9230 -1.3307 2.8500
C 2.9694 -0.9817 3.6157
B 0.4131 -1.4399 3.2282
N -0.3977 -0.3618 2.4662
C -1.1486 0.6776 2.8499
C -1.7100 1.2612 1.7288
C -1.2486 0.5009 0.6649
N -0.4591 -0.4809 1.1065
N -0.0785 -2.8168 2.6921
C -0.6224 -3.8695 3.3246
C -0.7203 -4.9160 2.4295
C -0.2074 -4.4021 1.2383
N 0.1563 -3.1357 1.3982
N 0.2916 -1.3766 4.7447
C 0.8191 -2.2863 5.6078
C 0.7862 -1.7480 6.8657
C 0.2347 -0.4638 6.6744
N -0.0441 -0.2366 5.4034
H 5.1305 -0.8944 3.1591
H 4.2255 -1.7260 0.7026
H 2.8359 -0.6827 4.6451
H -1.2257 0.9232 3.8946
H -2.3607 2.1185 1.6867
H -1.4359 0.6090 -0.3894
H -0.9110 -3.8032 4.3610
H -1.1038 -5.9067 2.6113
H -0.0700 -4.8801 0.2838
H 1.1882 -3.2382 5.2607
H 1.1090 -2.2055 7.7867
H 0.0317 0.3008 7.4115
O 1.9675 1.4056 1.6609
C 2.3125 2.0121 0.4204
C 1.5481 1.1455 -0.6071
O 0.7417 1.6335 -1.3601
O 1.8312 -0.1469 -0.5599
C 1.8319 3.4587 0.3528
C 1.0245 3.9825 1.3501
C 0.5880 5.3036 1.2815
C 0.9509 6.1030 0.2105
C 1.7572 5.5786 -0.7958
C 2.1938 4.2672 -0.7229
C 3.8274 1.9378 0.2129
C 4.4338 1.2469 -0.8288
C 5.8205 1.2221 -0.9441
C 6.6139 1.8813 -0.0183
C 6.0138 2.5775 1.0243
C 4.6333 2.6093 1.1295
H 2.5369 1.7606 2.3525
H 0.7220 3.3525 2.1767
H -0.0424 5.7031 2.0675
H 0.6090 7.1294 0.1555
H 2.0471 6.1969 -1.6366
H 2.8262 3.8627 -1.5054
H 3.8349 0.7062 -1.5505
H 6.2774 0.6776 -1.7611
H 7.6933 1.8597 -0.1094
H 6.6213 3.1056 1.7482
H 4.1770 3.1844 1.9307
C 0.8836 -0.7370 -3.6579
C -0.2614 -1.6915 -3.7494
C -0.8542 -1.9824 -4.9575
C -1.8883 -2.9159 -5.0486
C -2.3329 -3.6002 -3.9195
C -1.7852 -3.3528 -2.6785
C -2.2318 -4.1469 -1.4903
C -0.7530 -2.3460 -2.5599
N -0.2759 -2.0066 -1.3776
H 1.1605 -0.3742 -4.6485
H 1.7418 -1.2356 -3.2043
H 0.6470 0.1112 -3.0155
H -0.4989 -1.4833 -5.8526
H -2.3361 -3.1240 -6.0125
H -3.1123 -4.3478 -4.0119
H -3.3047 -4.3297 -1.5301
H -2.0040 -3.6303 -0.5682
H -1.7200 -5.1161 -1.4941
Br 2.3518 -3.3644 -1.1017
C -6.8738 1.3384 -1.8666
C -5.4334 1.8238 -1.9440
N -4.5622 1.0749 -1.0298
C -3.9519 -0.1083 -1.3524
S -3.9245 -1.3803 -0.2571
N -3.2917 -0.1645 -2.5296
C -2.7040 0.9601 -3.2643
C -3.1596 1.0327 -4.7158
H -7.5136 1.9350 -2.5205
H -7.2573 1.4249 -0.8475
H -6.9451 0.2918 -2.1672
H -5.3723 2.8824 -1.6875
H -5.0632 1.7152 -2.9544
H -4.9290 1.0113 -0.0915
H -2.8518 -1.0596 -2.6761
H -1.6195 0.8325 -3.2410
H -2.9218 1.8769 -2.7236
H -2.8900 0.1139 -5.2402
H -2.6768 1.8695 -5.2243
H -4.2402 1.1550 -4.7963
*
```

Mulliken atomic charge list, values in e, 99 entries: number 1, Ti, carries -1.01; number 2, C, carries -1.38; number 3, C, carries -0.35; number 4, N, carries 0.14; number 5, N, carries 0.49; number 6, C, carries 0.00; number 7, B, carries 0.44; number 8, N, carries 0.20; number 9, C, carries -0.01; number 10, C, carries -2.07; number 11, C, carries -0.93; number 12, N, carries 1.41; number 13, N, carries 0.56; number 14, C, carries -0.06; number 15, C, carries -1.70; number 16, C, carries -0.41; number 17, N, carries 0.54; number 18, N, carries 0.29; number 19, C, carries -0.43; number 20, C, carries -0.99; number 21, C, carries -0.34; number 22, N, carries -0.90; number 23, H, carries 0.47; number 24, H, carries 0.39; number 25, H, carries 0.42; number 26, H, carries 0.60; number 27, H, carries 0.58; number 28, H, carries 1.11; number 29, H, carries 0.67; number 30, H, carries 0.43; number 31, H, carries 0.64; number 32, H, carries 0.62; number 33, H, carries 0.44; number 34, H, carries 0.44; number 35, O, carries -0.49; number 36, C, carries 3.31; number 37, C, carries -0.81; number 38, O, carries -0.69; number 39, O, carries -0.05; number 40, C, carries -0.27; number 41, C, carries -0.34; number 42, C, carries -0.96; number 43, C, carries -0.49; number 44, C, carries -0.90; number 45, C, carries -0.23; number 46, C, carries 0.39; number 47, C, carries 0.20; number 48, C, carries -0.92; number 49, C, carries -0.54; number 50, C, carries -0.94; number 51, C, carries -0.76; number 52, H, carries 0.46; number 53, H, carries 0.30; number 54, H, carries 0.44; number 55, H, carries 0.39; number 56, H, carries 0.41; number 57, H, carries 0.43; number 58, H, carries 0.39; number 59, H, carries 0.46; number 60, H, carries 0.41; number 61, H, carries 0.44; number 62, H, carries 0.39; number 63, C, carries -1.02; number 64, C, carries 1.89; number 65, C, carries -0.96; number 66, C, carries -0.70; number 67, C, carries -0.67; number 68, C, carries 1.77; number 69, C, carries -1.73; number 70, C, carries -1.52; number 71, N, carries 0.48; number 72, H, carries 0.46; number 73, H, carries 0.19; number 74, H, carries -0.14; number 75, H, carries 0.41; number 76, H, carries 0.41; number 77, H, carries 0.48; number 78, H, carries 0.46; number 79, H, carries 0.00; number 80, H, carries 0.33; number 81, Br, carries -0.48; number 82, C, carries -1.26; number 83, C, carries 0.01; number 84, N, carries -0.05; number 85, C, carries 0.05; number 86, S, carries -0.41; number 87, N, carries 0.17; number 88, C, carries -0.14; number 89, C, carries -1.47; number 90, H, carries 0.39; number 91, H, carries 0.35; number 92, H, carries 0.30; number 93, H, carries 0.36; number 94, H, carries -0.11; number 95, H, carries 0.34; number 96, H, carries -0.04; number 97, H, carries -0.20; number 98, H, carries 0.74; number 99, H, carries 0.22

Entry from OMol25: C5H7N in the gas phase (ωB97M-V/def2-TZVPD).

highest occupied orbital energy = -9.42 eV
SMILES = C#C[C@]1(C)CN1
ΔE to the lowest compared entry with this formula, charge and spin = 67.6 kcal per mole
Kohn-Sham gap = 10.51 eV
LUMO = 0.04002 hartree

The geometry in ORCA input format:
```
! wB97M-V def2-TZVPD RIJCOSX def2/J DEFGRID3
* xyz 0 1
C -0.2326 1.2848 -0.8798
C -0.1438 0.0397 -0.0475
C -1.0007 -0.1015 1.1549
N -1.3029 -0.8544 -0.0601
C 1.1690 -0.6187 -0.0306
C 2.2361 -1.1811 -0.1003
H -0.0100 1.0494 -1.9195
H 0.4732 2.0444 -0.5259
H -1.2478 1.6818 -0.8063
H -0.3971 -0.5298 1.9273
H -1.7288 0.6798 1.4083
H -1.0014 -1.8188 0.0302
H 3.1867 -1.6757 -0.1507
*
```

Want to see where the charge sits? The Mulliken charges in e are: number 1, C, carries -1.30; number 2, C, carries 1.07; number 3, C, carries -0.76; number 4, N, carries -0.65; number 5, C, carries -0.85; number 6, C, carries 0.19; number 7, H, carries 0.28; number 8, H, carries 0.30; number 9, H, carries 0.38; number 10, H, carries 0.34; number 11, H, carries 0.26; number 12, H, carries 0.29; number 13, H, carries 0.44

Entry from OMol25: C7H13N3O4 in the gas phase (ωB97M-V/def2-TZVPD).

highest occupied orbital energy = -9.67 eV
SMILES = C[C@H](NC(=O)[C@@H](N)CC(N)=O)C(=O)O
ΔE to the lowest compared entry with this formula, charge and spin = 20.6 kcal per mole
Kohn-Sham gap = 10.08 eV
LUMO = 0.01504 hartree

The geometry in ORCA input format:
```
! wB97M-V def2-TZVPD RIJCOSX def2/J DEFGRID3
* xyz 0 1
C 1.1324 -0.6897 -0.1674
C -0.1449 0.1798 -0.2769
C 1.6828 -0.5746 1.2394
C 2.8411 -1.4992 1.5954
C -2.5164 0.4017 0.0602
C -2.6127 1.1279 -1.2780
C -2.5809 1.4958 1.1483
H 2.4122 0.6316 -0.9533
H 1.6705 -0.1867 -2.0734
H 0.8862 -1.7743 -0.2939
H 0.9434 -0.6789 2.0821
H 1.9577 0.4529 1.4681
H 4.4546 -2.3780 0.8498
H 3.4267 -1.6406 -0.3502
H -1.2797 -1.2091 0.5978
H -3.4479 -0.2390 0.1608
H -1.8560 2.3439 1.0940
H -2.4930 0.9591 2.1662
H -3.5974 1.8738 1.1890
H -2.4996 0.7545 -3.1382
N 2.1703 -0.3337 -1.1502
N 3.5773 -1.9742 0.5750
N -1.3443 -0.4357 -0.1009
O 0.0000 1.3920 -0.4845
O 3.0884 -1.7409 2.7782
O -2.8843 2.2961 -1.4798
O -2.4803 0.2586 -2.3130
*
```

Want to see where the charge sits? The Mulliken charges in e are: number 1, C, carries 0.49; number 2, C, carries 0.02; number 3, C, carries -0.69; number 4, C, carries 0.24; number 5, C, carries 0.25; number 6, C, carries 0.42; number 7, C, carries -1.32; number 8, H, carries 0.27; number 9, H, carries 0.32; number 10, H, carries 0.33; number 11, H, carries 0.31; number 12, H, carries 0.36; number 13, H, carries 0.25; number 14, H, carries 0.25; number 15, H, carries 0.40; number 16, H, carries 0.40; number 17, H, carries 0.26; number 18, H, carries 0.34; number 19, H, carries 0.43; number 20, H, carries 0.35; number 21, N, carries -0.77; number 22, N, carries -0.32; number 23, N, carries -0.24; number 24, O, carries -0.62; number 25, O, carries -0.66; number 26, O, carries -0.59; number 27, O, carries -0.46

Entry from OMol25: 8 unconnected molecules or ions with the total composition C34H68O16 (ωB97M-V/def2-TZVPD).

highest occupied orbital energy = -9.42 eV
SMILES = CCCCCOC=O.CCOC(C)=O.CCOC(C)=O.CCOC(C)=O.CCOC(C)=O.CCOC(C)=O.CCOC(C)=O.CCOC(C)=O
ΔE to the lowest compared entry with this formula, charge and spin = 54.9 kcal per mole
Kohn-Sham gap = 9.81 eV
LUMO = 0.01437 hartree

The geometry in ORCA input format:
```
! wB97M-V def2-TZVPD RIJCOSX def2/J DEFGRID3
* xyz 0 1
C -2.5867 -0.0648 1.7354
C -1.1949 0.0562 1.0768
C -0.0188 -0.0972 2.0584
C 0.3992 -1.5573 2.3305
C -0.4057 -2.2944 3.3893
O -0.4787 -1.6022 4.6574
C 0.6891 -1.1750 5.1448
O 0.8349 -0.1453 5.6809
H -3.0204 0.9301 1.9047
H -2.5317 -0.5403 2.7226
H -3.2974 -0.6235 1.1146
H -1.0914 -0.6644 0.2522
H -1.1225 1.0522 0.6160
H 0.8588 0.4374 1.6757
H -0.3036 0.3947 3.0015
H 0.2791 -2.1335 1.3992
H 1.4695 -1.6195 2.5575
H -1.4504 -2.4060 3.0788
H -0.0014 -3.3067 3.5449
H 1.4996 -1.9223 5.0473
O 2.9189 -3.2664 1.9371
C 4.1148 -3.1048 1.9773
O 4.7254 -2.5996 0.8987
C 6.1255 -2.2598 0.8739
C 7.0000 -3.4652 0.6187
C 4.9187 -3.4963 3.1962
H 6.3955 -1.7408 1.7957
H 6.2252 -1.5516 0.0590
H 6.9027 -4.2066 1.4145
H 8.0455 -3.1640 0.5586
H 6.7274 -3.9397 -0.3221
H 5.0609 -4.5768 3.1695
H 4.3300 -3.2543 4.0779
H 5.8899 -3.0184 3.2721
O -5.1010 -3.0138 -1.6451
C -5.3171 -1.9329 -2.1273
O -4.4815 -0.9238 -1.8124
C -4.5670 0.3848 -2.3927
C -5.6195 1.2455 -1.7264
C -6.5168 -1.6731 -3.0057
H -4.7115 0.3128 -3.4719
H -3.5773 0.8073 -2.2270
H -6.6204 0.8320 -1.8477
H -5.6093 2.2469 -2.1579
H -5.4136 1.3260 -0.6589
H -7.3892 -1.5617 -2.3607
H -6.6688 -2.5483 -3.6330
H -6.4355 -0.7925 -3.6351
O 7.2652 -1.7876 -1.8217
C 7.8358 -1.0969 -2.6285
O 7.8490 0.2305 -2.4209
C 8.5528 1.1538 -3.2698
C 7.7696 1.5041 -4.5130
C 8.4685 -1.6777 -3.8682
H 9.5527 0.7793 -3.4938
H 8.6749 2.0338 -2.6401
H 7.6156 0.6349 -5.1541
H 8.2953 2.2673 -5.0860
H 6.7911 1.9064 -4.2487
H 7.6728 -1.8730 -4.5873
H 8.9221 -2.6281 -3.5980
H 9.2141 -1.0429 -4.3369
O 6.2108 4.2769 -4.8378
C 5.2550 4.5238 -4.1506
O 4.2550 5.2519 -4.6862
C 3.0199 5.5024 -3.9986
C 3.1148 6.6421 -3.0100
C 5.1743 4.0805 -2.7084
H 2.6556 4.5876 -3.5294
H 2.3225 5.7504 -4.7969
H 3.8278 6.4283 -2.2132
H 2.1395 6.8142 -2.5521
H 3.4383 7.5551 -3.5111
H 5.7822 4.7647 -2.1156
H 5.6099 3.0863 -2.6272
H 4.1719 4.0586 -2.2931
O -10.6982 -5.7634 0.8833
C -9.5464 -5.4210 0.8827
O -9.0179 -4.9434 -0.2750
C -7.6649 -4.4577 -0.3251
C -6.6645 -5.5817 -0.5004
C -8.6525 -5.5136 2.0923
H -7.4484 -3.8469 0.5516
H -7.6339 -3.8006 -1.1915
H -6.7023 -6.2808 0.3348
H -5.6566 -5.1769 -0.5755
H -6.8871 -6.1358 -1.4132
H -8.3134 -6.5438 2.2039
H -9.2133 -5.2541 2.9865
H -7.7831 -4.8725 2.0430
O -6.5598 -4.8169 4.3023
C -5.5203 -4.3862 3.8790
O -5.4866 -4.0327 2.5725
C -4.3442 -3.4402 1.9379
C -3.3306 -4.4827 1.5185
C -4.2783 -4.2739 4.7277
H -3.9090 -2.6685 2.5756
H -4.7565 -2.9409 1.0611
H -2.9243 -5.0204 2.3764
H -2.5034 -4.0110 0.9878
H -3.7984 -5.2079 0.8525
H -3.8330 -5.2663 4.8010
H -4.5844 -3.9649 5.7239
H -3.5309 -3.5816 4.3518
O 0.6817 6.1447 -0.0565
C 0.5772 7.2912 0.2885
O 0.1878 8.1991 -0.6333
C -0.0564 9.5750 -0.3112
C 1.2165 10.3932 -0.2757
C 0.9249 7.7352 1.6906
H -0.6239 9.6538 0.6167
H -0.7051 9.9210 -1.1143
H 1.8981 10.0489 0.5023
H 0.9814 11.4406 -0.0842
H 1.7328 10.3236 -1.2333
H 2.0106 7.8025 1.7616
H 0.5865 6.9614 2.3750
H 0.4951 8.6857 1.9913
*
```

Mulliken atomic charge list, values in e, 99 entries: number 1, C, carries -0.70; number 2, C, carries -0.50; number 3, C, carries -0.77; number 4, C, carries -0.19; number 5, C, carries 0.28; number 6, O, carries -0.37; number 7, C, carries 0.19; number 8, O, carries -0.48; number 9, H, carries 0.39; number 10, H, carries 0.33; number 11, H, carries -0.11; number 12, H, carries 0.27; number 13, H, carries 0.37; number 14, H, carries 0.41; number 15, H, carries 0.27; number 16, H, carries 0.61; number 17, H, carries -0.05; number 18, H, carries -0.59; number 19, H, carries 0.35; number 20, H, carries 0.34; number 21, O, carries -0.62; number 22, C, carries 0.84; number 23, O, carries -0.38; number 24, C, carries -0.27; number 25, C, carries -0.97; number 26, C, carries -0.98; number 27, H, carries 0.33; number 28, H, carries 0.24; number 29, H, carries 0.37; number 30, H, carries 0.31; number 31, H, carries 0.28; number 32, H, carries 0.27; number 33, H, carries 0.24; number 34, H, carries 0.36; number 35, O, carries -0.52; number 36, C, carries 0.89; number 37, O, carries -0.37; number 38, C, carries -0.47; number 39, C, carries -0.99; number 40, C, carries -1.23; number 41, H, carries 0.40; number 42, H, carries 0.35; number 43, H, carries 0.28; number 44, H, carries 0.39; number 45, H, carries 0.26; number 46, H, carries 0.28; number 47, H, carries 0.37; number 48, H, carries 0.39; number 49, O, carries -0.51; number 50, C, carries 0.83; number 51, O, carries -0.41; number 52, C, carries -0.52; number 53, C, carries -0.78; number 54, C, carries -1.19; number 55, H, carries 0.42; number 56, H, carries 0.32; number 57, H, carries 0.29; number 58, H, carries 0.37; number 59, H, carries 0.13; number 60, H, carries 0.27; number 61, H, carries 0.34; number 62, H, carries 0.37; number 63, O, carries -0.55; number 64, C, carries 0.69; number 65, O, carries -0.37; number 66, C, carries -0.62; number 67, C, carries -0.63; number 68, C, carries -0.64; number 69, H, carries 0.38; number 70, H, carries 0.35; number 71, H, carries 0.27; number 72, H, carries 0.16; number 73, H, carries 0.32; number 74, H, carries 0.22; number 75, H, carries 0.14; number 76, H, carries 0.31; number 77, O, carries -0.59; number 78, C, carries 0.54; number 79, O, carries -0.40; number 80, C, carries 0.13; number 81, C, carries -0.80; number 82, C, carries -0.37; number 83, H, carries 0.34; number 84, H, carries -0.12; number 85, H, carries 0.34; number 86, H, carries 0.05; number 87, H, carries 0.39; number 88, H, carries 0.27; number 89, H, carries 0.37; number 90, H, carries -0.14; number 91, O, carries -0.57; number 92, C, carries 0.90; number 93, O, carries -0.31; number 94, C, carries 0.13; number 95, C, carries -1.18; number 96, C, carries -1.03; number 97, H, carries 0.35; number 98, H, carries -0.24; number 99, H, carries 0.34

Molecular weight values (in g mol⁻¹) by entry order: 885.5; 81.1; 203.2; 732.9.
Maximum force values (in eV Å⁻¹) by entry order: 1.35; 1.06; 2.71; 2.26.
DFT total energy values (in Eh) by entry order: -6187.39160; -249.36555; -739.80967; -2540.14875.